{
  "formula": "C3H9N2O2",
  "method": "ωB97M-V with the def2-TZVPD basis set",
  "symbols": ["C", "C", "C", "N", "N", "O", "O", "H", "H", "H", "H", "H", "H", "H", "H", "H"],
  "positions_angstrom": [[-0.14658, -0.39833, -0.54761], [-1.07437, 0.47939, -0.11503], [1.29539, -0.09102, -0.64464], [-0.88195, 1.79422, 0.21731], [1.98297, -0.59783, 0.62987], [-2.50663, -1.29651, 0.11543], [-2.35278, 0.10906, 0.12260], [-0.46511, -1.39869, -0.77775], [1.50457, 0.97685, -0.70863], [1.77446, -0.60780, -1.47663], [1.57518, -0.11492, 1.44130], [-1.74008, 2.26749, 0.46362], [-0.30475, 2.33528, -0.40884], [-3.44423, -1.40448, 0.34984], [1.78440, -1.60226, 0.73038], [2.99950, -0.45044, 0.60878]],
  "nbo_charge": [-0.09, 0.25, -0.33, -0.76, -0.74, -0.44, -0.20, 0.24, 0.22, 0.25, 0.44, 0.42, 0.39, 0.50, 0.43, 0.43],
  "s2": 2.005,
  "gap_ev": [4.99, 7.71],
  "multiplicity": 3,
  "charge": 1,
  "lumo_ev": [-3.1, -6.1]
}


{
  "formula": "C3H9N2O2S",
  "method": "ωB97M-V with the def2-TZVPD basis set",
  "symbols": ["N", "C", "O", "O", "H", "H", "C", "C", "S", "N", "H", "H", "H", "H", "H", "H", "H"],
  "positions_angstrom": [[-0.50550, 1.16558, 4.00150], [-0.11327, 0.95832, 2.64881], [-0.91579, 0.33127, 1.92863], [1.01528, 1.42185, 2.33408], [-0.18005, 2.01958, 4.42304], [-1.49258, 1.00487, 4.12341], [0.37097, -0.83230, -2.42770], [0.26798, -0.32935, -1.00032], [1.79905, 0.54581, -0.54230], [-0.80226, -1.62969, -2.79272], [0.55223, 0.01006, -3.10779], [1.25542, -1.46173, -2.51184], [-0.58662, 0.32964, -0.85147], [0.12749, -1.16980, -0.32437], [1.39273, 0.92870, 0.74267], [-1.57571, -1.04279, -3.07614], [-0.60940, -2.25000, -3.56748]],
  "nbo_charge": [-0.90, 0.87, -0.80, -0.80, 0.36, 0.36, -0.23, -0.51, -0.24, -0.84, 0.16, 0.18, 0.22, 0.22, 0.25, 0.35, 0.34],
  "gap_ev": 8.04,
  "charge": -1,
  "lumo_ev": 3.6
}


Short version: total energy = -379.18771, -777.97069 a.u., in the order given.
Short version: maximum force = 6.0, 0.4 eV/Å, in the order given.
Short version: relative energy (zero: lowest compared OMol25 entry of this formula, charge and spin) = 1.810, 0.547 eV, in the order given.